(1)
Computed, not measured: the molecule C5H5N at a distorted geometry, with the ωB97M-V functional and the def2-TZVPD basis.

CARTESIAN COORDINATES (ANGSTROEM)
C  0.643  -1.242  -0.278
C  0.090  -0.053  -0.370
C  -0.574  0.984  0.225
N  -0.766  2.219  0.418
C  -1.474  1.296  1.312
C  0.575  -0.597  -1.652
H  0.917  -2.207  0.275
H  -2.530  1.324  1.155
H  -1.065  1.028  2.366
H  1.455  -0.224  -2.151
H  0.055  -1.123  -2.355

Net charge: 0
Energy above the lowest of the compared OMol25 structures with the same formula, charge and spin (kJ/mol): 504.0
Orbital gap (eV): 9.45
LUMO (Eh): 0.00520

These are the natural (NBO) partial charges, in e, on atoms 1 to 2: number 1, C, carries -0.093; number 2, C, carries -0.085

(2)
Computed, not measured: the molecule C3H6O3 at a distorted geometry, with the ωB97M-V functional and the def2-TZVPD basis.

CARTESIAN COORDINATES (ANGSTROEM)
C  -1.105  0.645  -0.766
C  -0.136  0.026  0.165
O  -0.569  -1.279  0.804
O  0.522  0.858  1.070
C  1.328  0.184  0.052
O  2.211  -0.814  0.432
H  -1.198  1.779  -0.690
H  -2.046  0.158  -0.505
H  -1.088  0.191  -1.766
H  -1.369  -1.112  1.257
H  1.932  0.912  -0.661
H  1.516  -1.548  0.609

Net charge: 0
Energy above the lowest of the compared OMol25 structures with the same formula, charge and spin (kJ/mol): 247.5
Orbital gap (eV): 11.15
LUMO (Eh): 0.02701

These are the natural (NBO) partial charges, in e, on atoms 1 to 2: number 1, C, carries -0.683; number 2, C, carries 0.428

(3)
Computed, not measured: a cluster of 3 separate species, C26H43BrF6N2O9P in total at a distorted geometry, with the ωB97M-V functional and the def2-TZVPD basis.

CARTESIAN COORDINATES (ANGSTROEM)
C  -1.610  -1.281  -1.547
C  -1.563  -0.502  -2.474
C  -1.333  0.316  -3.799
O  -2.411  0.481  -4.685
C  -3.638  0.931  -4.044
C  -4.808  -0.137  -4.021
C  -4.861  -1.020  -2.687
O  -6.049  0.624  -4.032
C  -0.524  1.583  -3.268
P  -1.266  3.271  -2.719
O  -2.370  3.767  -3.876
Br  -2.373  2.864  -0.791
N  0.743  1.266  -3.262
C  1.788  2.222  -2.770
C  1.599  2.461  -1.189
C  2.919  2.211  -0.344
C  2.458  1.806  1.118
F  1.838  0.542  1.149
F  3.518  1.780  2.020
C  1.372  2.816  1.731
F  1.474  2.806  3.121
F  0.076  2.420  1.460
F  1.612  4.131  1.359
C  1.152  -0.107  -3.769
F  2.183  0.187  -4.701
C  1.668  -1.012  -2.582
C  1.420  -2.565  -2.758
C  1.390  -3.196  -1.270
C  2.819  -3.633  -0.747
C  2.641  -3.990  0.810
C  2.777  -2.670  1.698
C  -0.168  -0.483  -4.550
N  0.024  -0.211  -5.996
H  -1.421  -1.733  -0.540
H  -3.468  1.370  -3.012
H  -4.020  1.797  -4.673
H  -4.797  -0.851  -4.893
H  -4.293  -0.425  -1.900
H  -5.902  -1.200  -2.311
H  -4.259  -1.963  -2.842
H  -6.078  1.098  -3.173
H  -2.024  4.522  -4.393
H  2.819  1.790  -2.912
H  1.694  3.228  -3.258
H  0.773  1.767  -0.859
H  1.218  3.517  -1.023
H  3.460  3.198  -0.228
H  3.591  1.434  -0.799
H  2.796  -0.865  -2.534
H  1.284  -0.599  -1.595
H  0.434  -2.837  -3.217
H  2.292  -3.071  -3.279
H  0.910  -2.438  -0.572
H  0.673  -4.074  -1.296
H  3.108  -4.580  -1.281
H  3.530  -2.775  -0.905
H  1.574  -4.350  0.930
H  3.409  -4.743  1.130
H  1.908  -2.498  2.390
H  3.700  -2.789  2.333
H  2.942  -1.783  1.024
H  -0.543  -1.543  -4.551
H  0.546  -1.007  -6.391
H  -0.867  -0.220  -6.505
C  -0.397  -8.248  3.261
O  -0.908  -6.919  3.148
C  -0.576  -6.115  4.167
O  0.090  -6.420  5.122
O  -1.116  -4.908  3.937
C  -0.841  -3.941  4.950
H  -0.728  -8.804  2.385
H  0.694  -8.241  3.276
H  -0.792  -8.738  4.152
H  0.233  -3.764  5.031
H  -1.252  -4.259  5.909
H  -1.323  -3.008  4.661
C  0.110  4.384  4.823
O  -0.393  5.714  4.702
C  -0.047  6.526  5.713
O  0.624  6.222  6.665
O  -0.579  7.733  5.477
C  -0.290  8.707  6.480
H  -0.231  3.823  3.958
H  1.200  4.384  4.830
H  -0.282  3.905  5.722
H  0.785  8.878  6.553
H  -0.697  8.399  7.444
H  -0.770  9.638  6.184

Net charge: +1
Orbital gap (eV): 7.35
LUMO (Eh): -0.18174

These are the Mulliken partial charges, in e, on atoms 1 to 2: number 1, C, carries 0.021; number 2, C, carries -0.891

(4)
Computed, not measured: a structure of composition C44H73BBr16ClF3N2O3S at a distorted geometry, with the ωB97M-V functional and the def2-TZVPD basis.

CARTESIAN COORDINATES (ANGSTROEM)
C  -3.268  2.030  1.479
C  -2.258  0.855  1.197
C  -2.965  -0.427  0.663
C  -2.018  -1.394  -0.091
C  -0.905  -1.996  0.808
C  -1.452  -3.078  1.771
C  -0.312  -3.431  2.785
C  -0.557  -2.910  4.230
C  -1.171  -1.461  4.287
C  -0.648  -0.796  5.590
C  0.523  0.213  5.381
C  1.527  -0.150  4.232
C  1.498  0.993  3.187
C  2.456  0.797  1.959
C  1.766  1.423  0.725
C  1.455  0.763  -0.432
C  1.864  -0.711  -0.524
C  3.313  -0.769  -1.098
O  4.002  0.206  -1.121
Cl  3.978  -2.298  -1.774
C  0.751  1.434  -1.557
C  0.378  0.650  -2.812
C  1.578  -0.071  -3.545
C  1.221  -0.185  -5.030
F  2.059  0.395  -5.953
C  0.139  -0.835  -5.526
F  -1.125  -0.515  -5.248
F  0.241  -1.859  -6.378
C  0.431  2.756  -1.424
B  -0.362  3.597  -2.538
O  0.109  4.818  -2.986
O  -1.571  3.047  -2.990
C  -2.513  3.093  -1.905
C  -3.943  2.699  -2.346
C  0.765  3.495  -0.230
N  0.483  4.783  0.008
S  1.076  5.079  1.494
N  1.695  3.634  1.896
C  1.445  2.829  0.860
H  -3.143  2.336  2.532
H  -4.289  1.655  1.325
H  -3.036  2.924  0.882
H  -1.817  0.602  2.172
H  -1.464  1.147  0.487
H  -3.858  -0.168  0.066
H  -3.321  -0.981  1.555
H  -2.594  -2.254  -0.503
H  -1.551  -0.839  -0.930
H  -0.109  -2.464  0.200
H  -0.430  -1.150  1.339
H  -2.374  -2.730  2.269
H  -1.750  -3.980  1.207
H  -0.158  -4.522  2.762
H  0.610  -2.934  2.427
H  0.395  -2.932  4.791
H  -1.216  -3.644  4.728
H  -2.255  -1.621  4.410
H  -0.922  -0.888  3.386
H  -1.489  -0.209  6.011
H  -0.393  -1.527  6.376
H  1.100  0.340  6.306
H  0.071  1.193  5.148
H  2.544  -0.128  4.675
H  1.401  -1.158  3.811
H  0.474  1.094  2.766
H  1.685  1.954  3.690
H  2.728  -0.254  1.807
H  3.363  1.404  2.136
H  1.176  -1.194  -1.236
H  1.809  -1.238  0.434
H  -0.315  -0.150  -2.480
H  -0.169  1.237  -3.557
H  2.547  0.433  -3.417
H  1.593  -1.113  -3.193
H  -0.449  5.492  -2.567
H  -2.491  4.123  -1.491
H  -2.248  2.397  -1.086
H  -4.602  2.944  -1.496
H  -3.964  1.611  -2.517
H  -4.186  3.272  -3.251
Br  -2.300  -4.239  -2.504
C  -3.664  -5.628  -2.408
C  -5.042  -5.031  -2.442
Br  -5.525  -4.247  -0.726
H  -3.466  -6.209  -1.510
H  -3.498  -6.252  -3.284
H  -5.792  -5.799  -2.622
H  -5.140  -4.250  -3.189
Br  2.700  2.554  6.488
C  4.105  2.257  7.801
C  3.978  0.900  8.441
Br  2.547  0.865  9.761
H  4.049  3.073  8.515
H  5.037  2.330  7.244
H  4.882  0.652  8.995
H  3.766  0.111  7.725
Br  -4.241  -9.908  -3.785
C  -2.496  -9.228  -3.250
C  -2.080  -9.766  -1.909
Br  -3.018  -8.877  -0.449
H  -2.560  -8.146  -3.272
H  -1.813  -9.566  -4.026
H  -1.025  -9.566  -1.732
H  -2.268  -10.830  -1.799
Br  -0.382  -10.767  -5.959
C  -1.511  -10.480  -7.519
C  -2.609  -11.508  -7.600
Br  -1.935  -13.220  -8.233
H  -0.857  -10.484  -8.386
H  -1.931  -9.484  -7.389
H  -3.358  -11.208  -8.331
H  -3.091  -11.691  -6.644
Br  -5.244  1.096  -5.751
C  -4.385  -0.620  -6.052
C  -5.367  -1.656  -6.527
Br  -6.460  -2.295  -5.047
H  -3.900  -0.897  -5.121
H  -3.627  -0.430  -6.810
H  -4.844  -2.534  -6.902
H  -6.047  -1.293  -7.293
Br  2.900  7.593  4.993
C  3.554  8.968  3.777
C  2.603  9.183  2.632
Br  2.743  7.753  1.317
H  4.546  8.661  3.457
H  3.633  9.870  4.379
H  2.854  10.095  2.092
H  1.563  9.226  2.944
Br  5.785  12.732  6.812
C  4.356  12.106  7.977
C  3.539  11.029  7.314
Br  2.319  11.773  5.991
H  3.769  12.977  8.253
H  4.859  11.715  8.859
H  2.900  10.531  8.041
H  4.147  10.287  6.803
Br  7.807  2.414  -5.298
C  6.323  1.155  -5.221
C  4.995  1.863  -5.253
Br  4.578  2.668  -3.531
H  6.464  0.556  -4.325
H  6.441  0.523  -6.100
H  4.191  1.156  -5.440
H  4.953  2.657  -5.993

Net charge: 0
Orbital gap (eV): 8.15
LUMO (Eh): -0.01455

These are the Mulliken partial charges, in e, on atoms 1 to 2: number 1, C, carries -1.523; number 2, C, carries 2.363

> Look up the LUMO of the fourth one.

-0.01455 Eh

> What is the orbital gap in the fourth record?

8.15 eV

> What is the net charge in the third record?

+1